{"formula": "CH4N2S2", "method": "wB97M-V/def2-TZVPD", "de_lowest_ev": 1.4342, "lumo_ev": 0.5159, "orbital_gap_ev": 9.327, "smiles": "S/N=C\\NS", "multiplicity": 1, "species": ["S", "N", "C", "N", "S", "H", "H", "H", "H"], "xyz": [[-1.453, 0.627, -1.099], [0.105, 0.126, -1.576], [0.875, -0.552, -0.838], [0.670, -0.999, 0.479], [0.728, 0.130, 1.789], [-1.607, 0.104, 0.127], [1.843, -0.840, -1.277], [1.218, -1.842, 0.665], [-0.540, -0.115, 2.166]], "atomic_forces_ev_per_a": [[0.42, 0.00, -0.32], [-0.55, 0.10, 0.46], [0.59, 0.09, -0.28], [0.30, -0.41, 0.22], [-0.41, -0.53, -0.48], [0.13, -0.12, 0.07], [-0.39, 0.02, 0.02], [-0.21, 0.58, 0.08], [0.12, 0.27, 0.23]], "nbo_charge": [0.2001, -0.5568, 0.2310, -0.8047, 0.1872, 0.0795, 0.1688, 0.3925, 0.1024]}

***

{"formula": "C12H24Cl4N6O10", "method": "wB97M-V/def2-TZVPD", "de_lowest_ev": 0.0000, "lumo_ev": -0.2194, "orbital_gap_ev": 9.502, "smiles": "C[N+](=O)[O-].C[N+](=O)[O-].C[N+](=O)[O-].C[N+](=O)[O-].C[N+](=O)[O-].c1ccncc1.ClCCl.ClCCl", "multiplicity": 1, "species": ["C", "N", "O", "O", "H", "H", "H", "C", "N", "O", "O", "H", "H", "H", "C", "N", "O", "O", "H", "H", "H", "C", "N", "O", "O", "H", "H", "H", "C", "N", "O", "O", "H", "H", "H", "C", "C", "C", "N", "C", "C", "H", "H", "H", "H", "H", "Cl", "C", "Cl", "H", "H", "Cl", "C", "Cl", "H", "H"], "xyz": [[2.750, 3.285, -0.086], [3.523, 2.022, -0.021], [2.892, 0.985, -0.112], [4.720, 2.090, 0.140], [2.177, 3.280, -1.004], [3.430, 4.112, 0.085], [2.101, 3.277, 0.792], [-0.138, 0.495, 5.097], [0.607, 0.049, 3.886], [0.887, -1.131, 3.814], [0.883, 0.882, 3.049], [0.278, 1.435, 5.436], [0.044, -0.268, 5.847], [-1.190, 0.542, 4.837], [0.630, 0.893, -4.519], [1.936, 1.415, -4.082], [1.934, 2.200, -3.152], [2.921, 0.986, -4.639], [0.543, 0.891, -5.600], [-0.172, 1.446, -4.042], [0.522, -0.135, -4.176], [-1.168, -3.931, 4.647], [-0.848, -3.411, 3.267], [-1.528, -2.478, 2.885], [0.068, -3.906, 2.658], [-2.135, -4.413, 4.563], [-1.123, -3.096, 5.331], [-0.377, -4.645, 4.863], [0.797, -1.921, 0.420], [0.291, -1.318, -0.847], [1.043, -1.242, -1.787], [-0.866, -0.927, -0.865], [1.032, -2.962, 0.244], [0.017, -1.766, 1.152], [1.664, -1.318, 0.691], [-2.050, 2.846, -1.109], [-2.332, 4.159, -1.426], [-3.417, 4.453, -2.231], [-4.230, 3.512, -2.702], [-3.957, 2.257, -2.391], [-2.893, 1.859, -1.596], [-1.140, 2.568, -0.591], [-1.693, 4.948, -1.043], [-3.673, 5.463, -2.525], [-4.688, 1.529, -2.732], [-2.700, 0.805, -1.449], [4.888, -4.203, -1.831], [4.412, -2.527, -1.516], [5.567, -1.703, -0.460], [4.296, -1.971, -2.437], [3.467, -2.557, -0.989], [-5.185, -2.042, -0.600], [-3.467, -2.459, -0.396], [-3.291, -4.138, 0.189], [-2.953, -2.384, -1.340], [-3.105, -1.832, 0.405]], "atomic_forces_ev_per_a": [[-0.09, 0.15, 0.96], [0.04, -0.39, 0.01], [-0.07, 0.12, -0.05], [0.07, 0.09, 0.00], [0.07, 0.16, -0.11], [0.13, 0.01, -0.60], [-0.23, -0.25, -0.24], [0.38, -0.42, 0.29], [0.10, 0.10, -0.08], [0.02, -0.02, -0.02], [-0.10, -0.02, 0.05], [-0.17, 0.21, -0.23], [-0.17, -0.02, 0.02], [-0.02, 0.17, -0.04], [-1.06, -0.52, 0.03], [-0.06, -0.23, 0.25], [0.14, 0.09, -0.08], [0.06, 0.13, -0.03], [0.28, 0.22, -0.03], [0.18, 0.31, -0.08], [0.43, 0.01, 0.08], [0.84, -0.42, -0.80], [-0.20, 0.47, 0.71], [-0.11, -0.04, -0.20], [-0.02, -0.24, -0.06], [-0.15, 0.13, 0.23], [-0.29, 0.13, 0.00], [-0.17, -0.07, 0.13], [-0.06, 0.92, 0.05], [-0.38, -0.01, 0.11], [0.31, -0.08, -0.30], [0.14, -0.01, 0.00], [0.02, -0.07, -0.02], [-0.04, -0.31, 0.07], [0.15, -0.25, -0.04], [0.12, -0.58, -0.40], [0.40, 0.55, 0.30], [-0.22, -0.17, -0.03], [-0.09, 0.33, -0.20], [-0.54, -0.44, 0.36], [0.20, 0.06, -0.30], [-0.12, 0.10, 0.25], [-0.07, 0.04, -0.14], [0.16, 0.11, 0.11], [0.19, -0.09, -0.15], [0.01, 0.03, 0.19], [0.01, 0.06, -0.18], [-0.23, 0.02, 0.45], [0.02, 0.04, -0.13], [0.21, -0.08, -0.12], [-0.03, 0.02, -0.05], [0.14, 0.00, -0.18], [-0.64, -0.50, 0.63], [0.06, 0.09, -0.14], [0.09, 0.22, -0.02], [0.37, 0.19, -0.23]], "nbo_charge": [-0.4914, 0.5406, -0.3989, -0.3644, 0.2555, 0.2290, 0.2290, -0.4843, 0.5402, -0.3894, -0.3695, 0.2364, 0.2261, 0.2429, -0.4978, 0.5429, -0.4013, -0.3647, 0.2323, 0.2341, 0.2539, -0.4770, 0.5498, -0.4043, -0.3607, 0.2379, 0.2308, 0.2314, -0.4916, 0.5492, -0.3831, -0.4209, 0.2404, 0.2451, 0.2538, -0.1744, -0.2636, 0.0292, -0.4163, 0.0300, -0.2606, 0.2205, 0.2154, 0.1943, 0.1921, 0.2305, -0.0363, -0.3886, -0.0194, 0.2281, 0.2160, -0.0395, -0.3709, -0.0513, 0.2293, 0.2337]}

***

{"formula": "C3H5NO", "method": "wB97M-V/def2-TZVPD", "de_lowest_ev": 0.8884, "lumo_ev": 0.5610, "orbital_gap_ev": 11.749, "smiles": "N#CCCO", "multiplicity": 1, "species": ["N", "C", "C", "C", "O", "H", "H", "H", "H", "H"], "xyz": [[1.788, -1.762, 1.022], [0.876, -1.114, 0.668], [-0.451, -0.564, 0.315], [-0.275, 0.534, -0.748], [0.754, 1.430, -0.282], [-1.080, -1.365, -0.060], [-0.865, -0.122, 1.286], [0.087, 0.159, -1.682], [-1.192, 1.008, -1.032], [0.357, 1.796, 0.514]], "atomic_forces_ev_per_a": [[-2.05, 1.90, -0.97], [1.52, -2.34, 0.96], [0.34, 1.06, 0.64], [1.31, -0.11, 0.57], [-1.28, -0.15, -0.27], [-0.18, -0.14, 0.21], [0.24, -0.62, -1.37], [0.45, -0.68, -0.40], [-0.77, 0.62, 0.40], [0.41, 0.45, 0.21]], "nbo_charge": [-0.3169, 0.2839, -0.5311, -0.0655, -0.6908, 0.2552, 0.2402, 0.1916, 0.1762, 0.4574]}